[1]
25
Properties=species:S:1:pos:R:3 method="wB97M-V/def2-TZVPD" spin_multiplicity=1 orbital_gap_ha=0.3770 homo_energy_ev=-14.52 smiles=CCCCNn1c(Br)nn[n+]1C total_charge=+1 energy_ev=-83916.2013
H 2.1073 -0.1459 -1.7671
C -1.7138 -1.8881 -0.2238
H 0.0655 0.9934 -1.7226
H -2.4268 -2.5835 -0.6542
H 3.3270 -1.0269 0.1565
N -3.5561 -0.3941 -0.7330
H 1.2367 -0.8057 1.8046
H -0.4797 1.6006 0.8778
N -2.3257 -0.5734 -0.3794
C 2.6668 -0.1697 0.2926
N -0.4542 0.7546 0.3190
N -3.8206 0.8921 -0.7260
H -0.7920 -1.9218 -0.7911
H 1.1042 1.8127 -0.5765
H -1.5403 -2.0873 0.8286
Br -2.4749 3.3113 -0.1787
C 1.6049 -0.2399 -0.8019
H 1.1466 -1.2285 -0.7934
H 3.2937 0.7092 0.1334
N -1.7481 0.6098 -0.1538
C 2.1369 -0.1963 1.7289
C 0.5756 0.8770 -0.7651
C -2.7018 1.5108 -0.3715
H 2.8821 -0.6107 2.4025
H 1.8867 0.8004 2.0942

[2]
15
Properties=species:S:1:pos:R:3 method="wB97M-V/def2-TZVPD" spin_multiplicity=3 orbital_gap_ha="0.2067 / 0.2461" s2=2.006 homo_energy_ev="-5.08 / -10.72" energy_ev=-38670.2121
H 0.6263 1.1252 -0.9639
Cl -1.0243 0.0006 2.6175
H -1.9611 0.0196 -0.6561
Cl 2.3115 0.5051 2.0726
H -0.3190 -1.6151 -0.2920
N 2.4963 -1.4912 -1.5994
C 0.5810 -1.6219 0.1648
H 0.6839 -2.5108 0.6332
C 1.5949 -1.5403 -0.8649
H -1.5442 1.3686 -1.7416
Si 0.5039 -0.0171 1.2142
H -0.1409 2.1030 0.3462
C -0.0875 1.1819 -0.1629
H -2.2128 1.5057 -0.0416
C -1.5081 0.9867 -0.7259

[3]
17
Properties=species:S:1:pos:R:3 method="wB97M-V/def2-TZVPD" spin_multiplicity=1 orbital_gap_ha=0.3614 homo_energy_ev=-8.88 energy_ev=-9899.6713
H -2.0789 -0.0179 1.3456
H 2.8754 -0.9180 0.8927
H 0.4844 0.6887 -1.8697
O -1.7052 -1.1265 -0.1893
H -2.0099 0.8696 -1.2021
C 0.2034 0.3912 -0.8727
H 0.2975 0.2111 2.1579
C 0.2317 1.4775 0.1204
C -1.2551 0.1776 -0.6797
C 0.0872 0.1371 0.9812
H 2.7938 -1.2338 -0.9473
H 2.6085 0.4939 -0.0509
N 0.8683 -0.6577 0.0132
H -0.7303 2.0005 0.1272
C 2.4384 -0.5376 -0.0991
C -1.3192 -0.0823 0.6659
H 1.0047 2.1408 0.2730

[4]
153
Properties=species:S:1:pos:R:3 method="wB97M-V/def2-TZVPD" spin_multiplicity=1 orbital_gap_ha=0.2674 homo_energy_ev=-8.53 smiles="CCP(C)[C@@]1(CON=O)OC(=O)[C@@H](P(O)Cl)[C@@]1(C[C@H](O)C(F)(F)F)C(F)(F)c1cccc(C(F)(F)F)c1.O=C1c2ccccc2C(=O)c2ccccc21.O=C1c2ccccc2C(=O)c2ccccc21.O=C1c2ccccc2C(=O)c2ccccc21.O=C1c2ccccc2C(=O)c2ccccc21" energy_ev=-161615.6751
C 4.4902 2.9982 1.0873
C -12.2375 -4.9417 -5.8579
H 11.0502 11.5385 -0.2607
C -3.5926 0.6625 -1.2409
C -4.6656 -3.7926 0.7418
C 4.4145 0.7193 3.0467
H -3.2257 -7.7301 -4.7502
C -3.8234 -3.2528 -0.2267
C 3.0583 0.2189 3.7448
F 3.4522 -4.0797 4.5761
H 1.5088 -2.8228 3.7934
P 2.9544 2.2551 5.9198
H 3.9304 -0.3903 1.2241
C -4.9535 -8.0066 -1.8492
C 6.7054 4.3535 2.9556
C 12.3817 5.2951 2.3949
H 3.0076 -0.1310 5.9664
C -4.1390 -7.4492 -2.8375
C 7.9545 11.0036 1.0161
H 7.4907 4.6939 3.6290
C -4.4232 2.4252 -3.4327
C -1.0200 -1.4313 2.1860
H -6.0830 -1.8032 -6.1384
H -0.3314 1.5366 4.5578
H 8.8274 12.6205 -0.0946
C 3.3925 0.5489 5.2128
C 13.3994 5.9112 1.6742
C -3.2515 0.3413 -2.6540
N 5.4936 -2.1525 1.0484
H 0.9742 -1.1822 1.4943
O -4.7394 3.1672 -4.3365
F 2.1907 1.1345 1.7391
O 5.6937 -1.1184 2.0470
H -11.0162 -1.7826 -6.0194
C -4.7505 2.1895 0.3328
O -3.2442 -0.0649 -0.3315
O 12.6916 9.7190 0.1002
H -5.7944 -5.5157 1.3623
O 5.1358 -3.1341 1.5441
C -3.8565 -8.1715 -3.9907
H -3.7150 1.4595 -5.8152
C -5.4819 3.3335 0.6016
C 8.1644 9.7643 1.5960
F -3.7564 -0.2756 5.0807
H 6.9810 11.4710 1.0821
C -5.4676 -9.2861 -2.0172
H -5.5883 -10.9949 -3.2990
H 1.4055 -1.3672 6.1312
H -3.9474 -5.5005 -5.7836
C -5.1830 -10.0003 -3.1685
H -5.7639 3.5645 1.6203
O -5.9915 -7.7372 0.2519
C -11.0335 -2.8627 -5.9743
C -8.5625 -5.7286 -5.8872
H -4.1650 -10.0000 -5.0589
H 5.8177 4.9573 3.1612
F 3.8416 -2.5139 6.0365
H -1.6647 -2.0498 -4.4464
C -2.0154 -0.9671 3.0322
H 6.6414 2.5534 4.1818
C -9.8322 -3.5605 -5.9791
C -9.8370 -4.9550 -5.9131
H -3.9397 -3.0402 -6.0019
C -4.7762 -5.8555 -0.4854
C -2.2295 -1.1502 -4.2372
C -4.8826 -4.9636 -5.8626
C -12.2324 -3.5518 -5.9107
H -6.0926 -9.7085 -1.2427
F -2.3619 1.1826 5.8952
C -4.3811 -9.4416 -4.1577
C -0.5048 0.7087 3.8856
C 4.8118 -0.0263 1.7518
H -13.1670 -3.0067 -5.9031
C 8.9922 11.6487 0.3517
F 2.0689 -3.7443 6.2254
C -5.4980 3.8892 -1.7399
H -6.0979 -6.7326 -5.7367
C -4.7711 2.7387 -2.0169
H -3.4680 -2.2327 -0.1423
C 2.0779 -2.1644 4.4540
H 12.5424 4.3182 2.8315
O -8.5661 -6.9406 -5.8466
C 1.8451 0.9208 3.0620
H 13.9845 7.6549 0.5615
O -2.8254 -5.6079 -3.5134
O 8.7351 7.2965 2.7842
O 1.1329 -1.4435 5.2100
C 10.9519 7.1817 1.9916
C -5.8516 4.1849 -0.4341
C 10.2364 11.0492 0.2562
P 4.6236 2.6115 2.8873
H -5.7826 4.5418 -2.5535
H 1.1118 2.3067 7.0772
H 7.3678 9.2549 2.1205
H 7.0171 2.2556 2.4542
C -2.8429 0.6580 4.7473
H -2.8108 -3.6202 -2.0882
H 4.0872 4.0052 0.9934
Cl 4.3720 2.4166 7.4238
C -7.2797 -3.5697 -6.0121
C 3.0396 -1.3168 3.5706
H -2.1852 -1.4257 -2.1072
F -3.5173 1.6561 4.1195
C 11.9777 7.8056 1.2792
O -8.5512 -1.5890 -6.1576
O 1.6924 1.5999 6.7684
H 14.3506 5.4115 1.5465
C -6.0728 -2.8815 -6.0537
H 5.4841 3.0013 0.6292
C -4.3897 1.8896 -0.9756
C 9.4123 9.1599 1.5070
C -8.5534 -2.7976 -6.0605
C 11.1609 5.9282 2.5533
H -6.4192 5.0809 -0.2205
C -3.5611 -6.0872 -2.6741
C 2.8699 -3.1303 5.3346
C -5.1365 -5.0898 0.6173
C -2.5208 -0.8078 -2.9280
H -4.4527 1.5239 1.1314
C -3.3780 0.8176 -5.0131
C -7.2840 -4.9622 -5.9094
C -1.7529 0.1068 3.8736
C 6.4258 2.8465 3.1573
C -2.6654 -0.3398 -5.2804
H -1.2165 -2.2469 1.5018
C 10.4494 9.8003 0.8263
F 1.6764 2.1599 3.6054
H 2.7740 -1.5317 2.5356
H -13.1762 -5.4780 -5.8134
C -6.0816 -5.6549 -5.8302
C -11.0434 -5.6420 -5.8590
C -5.2992 -7.2454 -0.6126
H 4.0561 -1.6975 3.6811
C 4.8889 0.2670 5.2626
H 3.8769 2.2902 0.5377
H -4.9643 -3.1925 1.5920
C -3.9354 -5.3149 -1.4588
H 7.0363 4.5484 1.9363
C -4.8789 -3.5775 -5.9791
H -11.0335 -6.7222 -5.8151
C 0.2285 -0.8265 2.1942
H -2.4436 -0.6103 -6.3047
C -3.4569 -4.0200 -1.3194
C 11.7886 9.1596 0.6843
H -2.9998 -1.4163 3.0164
O 5.5353 -0.0831 6.1949
C 13.1999 7.1642 1.1205
C 0.4978 0.2353 3.0517
C -3.6698 1.1651 -3.7001
H 5.3214 0.6578 1.0706
O 5.4219 0.4131 4.0260
C 9.6207 7.8327 2.1526
H 10.3609 5.4588 3.1090

[5]
13
Properties=species:S:1:pos:R:3 method="wB97M-V/def2-TZVPD" spin_multiplicity=1 orbital_gap_ha=0.3727 homo_energy_ev=-9.19 smiles=Oc1ccccc1 energy_ev=-8366.4214
H 2.9351 0.4644 0.1268
C 0.3668 -0.0612 1.2219
C -1.6432 0.1373 -0.0528
H -1.4138 0.0719 -2.1659
C 1.0924 -0.1678 0.0232
C 0.4680 -0.2153 -1.2001
H 0.9499 -0.2002 2.1286
H 1.0083 -0.2933 -2.1342
H -1.6057 0.3132 2.0457
C -0.9147 0.0073 -1.2079
O 2.4758 -0.3788 0.1153
C -0.9959 0.1013 1.1755
H -2.7229 0.2211 -0.0761

[6]
62
Properties=species:S:1:pos:R:3 method="wB97M-V/def2-TZVPD" spin_multiplicity=8 orbital_gap_ha="0.2471 / 0.2982" s2=16.087 homo_energy_ev="-10.80 / -11.17" total_charge=+1 energy_ev=-83772.4381
H -4.7998 -3.3893 -0.2989
H -3.3808 -3.6567 3.0798
C -4.5121 -6.1237 0.1099
C 2.6424 1.1622 -1.2330
H 2.2538 0.7027 -2.1398
C 2.4877 0.6727 2.5239
C -0.4316 -4.6457 4.4194
H -0.6932 -5.0170 3.4299
H -5.2011 -5.8643 -0.6986
N 0.0736 1.0187 2.3663
C 3.6181 2.1518 -1.3254
C 1.0421 -0.0394 4.3318
H -2.4407 -4.6916 5.1782
C 2.1288 -0.5522 5.0184
H 4.2583 -0.8372 4.9926
C -1.7131 -3.1465 0.8127
H -0.0587 -5.4952 4.9851
H 0.0528 -0.0762 4.7664
C 3.4006 -0.4457 4.4685
H 4.5545 0.2407 2.8064
S -0.1810 -3.0635 -0.0797
C -4.4950 -4.9913 1.1297
C -0.0807 2.4407 -2.8082
Gd 0.0320 -0.2944 0.2045
H 0.9722 2.5651 -3.0527
I -0.4003 3.2226 -0.8875
H -0.7931 0.9564 2.9152
C -3.1583 -6.5088 -0.4593
C 3.6963 2.2896 1.0755
H -0.7287 2.9740 -3.4988
H 1.9864 -1.0140 5.9815
I -2.9009 0.2715 0.4234
C 2.1941 0.7790 0.0171
H -4.3969 -2.8100 1.2882
H 4.1317 2.7106 1.9742
C 4.1149 2.7349 -0.1685
N -1.6679 -2.8877 2.1194
H -3.7865 -5.2305 1.9305
H -1.2785 -1.9588 4.4740
C -2.0980 -2.6825 4.5161
N -2.7994 -3.4654 0.1287
I -0.5165 0.3863 -3.0456
H 0.1726 1.9889 2.0350
C -4.1846 -3.6113 0.5787
H -2.4076 -6.5958 0.3249
H 4.8531 3.5168 -0.2358
H -3.2129 -7.4691 -0.9658
C 1.2199 0.5694 3.0967
H -1.3293 -3.7869 6.1629
C 3.5667 0.1643 3.2412
C -1.6047 -3.9895 5.1254
C 2.7437 1.2755 1.1901
H -5.4747 -4.9215 1.6054
H -2.7818 -5.7953 -1.1888
H -3.3100 -1.8855 2.9029
H -2.6208 -3.6098 -0.8625
H -4.9522 -6.9990 0.5921
H 3.9865 2.4578 -2.2944
H -0.7090 -2.8090 2.4710
H -2.8460 -2.2363 5.1737
C -2.7226 -2.7796 3.1323
H 0.4052 -3.9520 4.3021